(1)
{"formula": "F6H74O37P", "method": "ωB97M-V/def2-TZVPD", "lumo_ev": 1.84, "e_above_lowest_ev": 0.684, "charge": -1, "orbital_gap_ev": 10.5676, "symbols": ["P", "F", "F", "F", "F", "F", "F", "O", "H", "H", "O", "H", "H", "O", "H", "H", "O", "H", "H", "O", "H", "H", "O", "H", "H", "O", "H", "H", "O", "H", "H", "O", "H", "H", "O", "H", "H", "O", "H", "H", "O", "H", "H", "O", "H", "H", "O", "H", "H", "O", "H", "H", "O", "H", "H", "O", "H", "H", "O", "H", "H", "O", "H", "H", "O", "H", "H", "O", "H", "H", "O", "H", "H", "O", "H", "H", "O", "H", "H", "O", "H", "H", "O", "H", "H", "O", "H", "H", "O", "H", "H", "O", "H", "H", "O", "H", "H", "O", "H", "H", "O", "H", "H", "O", "H", "H", "O", "H", "H", "O", "H", "H", "O", "H", "H", "O", "H", "H"], "coordinates": [[12.4149, 11.2178, 11.9491], [12.3537, 9.6202, 11.9590], [13.9923, 11.1396, 12.5745], [13.0286, 11.2083, 10.4795], [12.4236, 12.8337, 12.1258], [10.9447, 11.2375, 11.3713], [11.8008, 11.1706, 13.5077], [16.4688, 14.9551, 13.0405], [16.7893, 14.0717, 12.8467], [16.9998, 15.5979, 12.5614], [10.7756, 10.1557, 16.3569], [11.2423, 11.0373, 16.3697], [10.3422, 10.0215, 15.4986], [13.3969, 15.1430, 10.6654], [13.3323, 16.0554, 10.9735], [12.6937, 14.7121, 11.1436], [9.2189, 9.2844, 8.9329], [9.7346, 10.0826, 8.8477], [9.8621, 8.6143, 9.2367], [14.4511, 7.7873, 10.0372], [14.9800, 7.2688, 9.4233], [14.9169, 8.6105, 9.9312], [9.8575, 5.0770, 15.3864], [10.3161, 5.7542, 16.0012], [9.2670, 5.6044, 14.8684], [15.5433, 13.2959, 10.4620], [14.9604, 14.0453, 10.3594], [15.9731, 13.2375, 9.6234], [11.1329, 11.6589, 8.4772], [11.2528, 11.2345, 9.3594], [11.6135, 11.1297, 7.8278], [14.1793, 16.9483, 13.6088], [14.2781, 17.7751, 13.1654], [14.9796, 16.5024, 13.4421], [9.5007, 9.1244, 13.5019], [10.3148, 9.6399, 13.4999], [9.3235, 8.9427, 12.5578], [8.0761, 11.7368, 16.8712], [8.9659, 11.4565, 17.0075], [7.8855, 11.7070, 15.9227], [10.0541, 14.3788, 7.2615], [10.9907, 14.5879, 7.3289], [10.0392, 13.4470, 7.5574], [16.9161, 10.1631, 14.8324], [15.9688, 10.1710, 15.0232], [17.1250, 9.3280, 14.4511], [12.0941, 7.6200, 14.2725], [11.1600, 7.5632, 14.4165], [12.1227, 8.2711, 13.5764], [8.2675, 8.8361, 11.2619], [8.3862, 9.2801, 10.4164], [7.7945, 9.5331, 11.7438], [15.7936, 10.3156, 10.5254], [15.4584, 9.7874, 11.2868], [15.3501, 11.1427, 10.7573], [14.0009, 9.5711, 15.7111], [13.3701, 10.2612, 15.9687], [13.4686, 8.7956, 15.4909], [7.0031, 16.8607, 14.1576], [6.8162, 17.6214, 14.7246], [7.8806, 16.6629, 14.4726], [13.2677, 18.4394, 10.7094], [13.4240, 18.5003, 9.7444], [12.3360, 18.1863, 10.7194], [9.6950, 14.4800, 13.9919], [9.4023, 13.5553, 13.9329], [10.5764, 14.4320, 14.4351], [8.9923, 16.0099, 9.2885], [8.0336, 15.8550, 9.3618], [9.2990, 15.3940, 8.5901], [7.0903, 16.7214, 11.3601], [6.8305, 16.5129, 12.2429], [7.1672, 17.6192, 11.2839], [17.1674, 12.2615, 13.0313], [16.9544, 11.8024, 12.1962], [17.0305, 11.5803, 13.7115], [8.1811, 11.9749, 13.9315], [8.8075, 11.2769, 13.7862], [7.6543, 12.1003, 13.0823], [10.5619, 13.4806, 16.8598], [10.3907, 14.4365, 16.9626], [9.6331, 13.1396, 16.9952], [9.4198, 14.2925, 11.2824], [9.4208, 15.1515, 10.8276], [9.7892, 14.4530, 12.1716], [14.5893, 15.2641, 16.6485], [14.1541, 14.5167, 17.1637], [15.5024, 14.9998, 16.7145], [12.9545, 12.1895, 16.6712], [12.2073, 12.5761, 17.1891], [12.7927, 12.6635, 15.8036], [7.0265, 12.7474, 11.5495], [7.6700, 13.5001, 11.5263], [7.2047, 12.3327, 10.6761], [9.5366, 16.1099, 16.3990], [10.2905, 16.7100, 16.2187], [9.4884, 15.4176, 15.6822], [11.5652, 7.6160, 9.6902], [12.4689, 7.8508, 10.0627], [11.4895, 6.6524, 9.8203], [13.7434, 11.2008, 7.4585], [13.4613, 12.0873, 7.6694], [14.2529, 10.9667, 8.2125], [12.5147, 14.3279, 14.6170], [12.9962, 14.1035, 13.7968], [13.1473, 14.9619, 15.0701], [12.8225, 14.1510, 7.8548], [12.3105, 13.6200, 8.5325], [13.5744, 14.5311, 8.3159], [12.1576, 17.4374, 16.2326], [12.7512, 17.7632, 16.9551], [12.7665, 17.0023, 15.6272], [10.6109, 17.7298, 10.4696], [9.9988, 17.3320, 9.8416], [10.1931, 17.5405, 11.3239], [15.2829, 8.7745, 12.6518], [15.0074, 7.9449, 12.1644], [14.5925, 9.1950, 13.2493]]}

***

(2)
{"formula": "C5H6O", "method": "ωB97M-V/def2-TZVPD", "lumo_ev": 1.06, "e_above_lowest_ev": 2.761, "orbital_gap_ev": 11.1663, "symbols": ["C", "C", "C", "C", "C", "O", "H", "H", "H", "H", "H", "H"], "coordinates": [[2.5060, 0.1616, -0.2421], [1.4969, -0.4414, 0.0184], [0.1855, -1.0266, 0.3132], [-0.7922, 0.1037, 0.5753], [-1.3481, 0.8494, -0.5477], [-2.1342, -0.0948, 0.1740], [3.3965, 0.7024, -0.4732], [0.2395, -1.7038, 1.1736], [-0.1779, -1.6130, -0.5390], [-0.6676, 0.6146, 1.5314], [-1.0757, 0.5541, -1.5617], [-1.6286, 1.8939, -0.4223]]}

***

(3)
{"formula": "C5H8N4", "method": "ωB97M-V/def2-TZVPD", "lumo_ev": -0.74, "e_above_lowest_ev": 5.848, "orbital_gap_ev": 6.8464, "symbols": ["C", "N", "N", "C", "N", "H", "H", "H", "H", "H", "C", "C", "C", "N", "H", "H", "H"], "coordinates": [[1.2423, -0.2528, -1.5075], [1.3627, 0.3126, -0.1812], [1.7713, -0.3624, 0.9788], [0.9725, 1.6316, -0.0556], [1.2831, 2.7483, 0.0897], [0.2279, -0.0971, -1.8927], [1.8547, 0.3454, -2.1850], [1.5362, -1.3025, -1.5140], [1.6494, -1.3667, 1.0469], [1.2402, 0.0301, 1.7620], [-2.6051, 1.1041, 0.6742], [-1.5888, 0.2912, 0.4434], [-1.3392, -0.9885, 0.3091], [-0.7796, -2.0607, 0.4318], [-2.4195, 2.1081, 1.0358], [-3.6289, 0.7547, 0.7029], [-0.7792, -2.8955, -0.1388]]}

***

(4)
{"formula": "C8H16O", "method": "ωB97M-V/def2-TZVPD", "lumo_ev": 0.93, "e_above_lowest_ev": 1.860, "orbital_gap_ev": 10.0511, "symbols": ["C", "C", "C", "O", "C", "C", "C", "C", "C", "H", "H", "H", "H", "H", "H", "H", "H", "H", "H", "H", "H", "H", "H", "H", "H"], "coordinates": [[-3.3106, 0.3041, -0.8633], [-2.5551, 0.6373, 0.1844], [-0.8708, 1.0120, 0.0595], [-0.5136, 1.7444, 1.1881], [-0.2601, -0.3318, -0.1005], [-0.3251, -1.2818, 1.0904], [1.3826, 0.0066, -0.6600], [2.1666, 1.0558, 0.1150], [2.1789, -1.2906, -0.7568], [-2.8732, 0.1020, -1.8394], [-4.3953, 0.2458, -0.7944], [-3.0360, 0.8794, 1.1319], [-0.7878, 1.6508, -0.8196], [-0.6620, 1.2081, 1.9818], [-0.6725, -0.8357, -0.9789], [-0.5420, -0.7745, 2.0334], [0.5931, -1.8521, 1.2340], [-1.1332, -2.0035, 0.9305], [1.2589, 0.3878, -1.6817], [2.2153, 0.8088, 1.1794], [3.1942, 1.1445, -0.2622], [1.7495, 2.0585, -0.0178], [2.4423, -1.6795, 0.2333], [1.6290, -2.0649, -1.3004], [3.1268, -1.1314, -1.2867]]}

***

(5)
{"formula": "C2H5INO", "method": "ωB97M-V/def2-TZVPD", "lumo_ev": -5.90, "e_above_lowest_ev": 0.957, "charge": 1, "orbital_gap_ev": 7.4784, "symbols": ["C", "C", "N", "O", "I", "H", "H", "H", "H", "H"], "coordinates": [[1.9493, 2.8748, -0.0083], [-0.2577, 0.5462, 0.2099], [-0.7237, -0.5341, -0.2748], [3.0840, 2.9542, -0.1777], [3.5223, -0.4605, 0.0286], [0.5153, 1.1990, -0.0945], [-0.5382, 0.8802, 1.1793], [-1.5076, -1.0160, 0.0596], [4.9163, -1.3136, 0.3693], [-0.3880, -0.7998, -1.2631]]}

***

(6)
{"formula": "C6H10N3", "method": "ωB97M-V/def2-TZVPD", "lumo_ev": [-4.51, -6.19], "e_above_lowest_ev": 3.578, "multiplicity": 3, "charge": 1, "orbital_gap_ev": [6.8078, 8.2398], "symbols": ["C", "C", "C", "C", "C", "C", "N", "N", "N", "H", "H", "H", "H", "H", "H", "H", "H", "H", "H"], "coordinates": [[4.0668, -0.1055, -0.0172], [2.8224, -0.2391, 0.4250], [-0.9047, -0.2417, 0.0762], [-1.8021, 0.6663, 0.2927], [-1.8689, -1.3468, -0.4663], [-2.8823, 1.5719, 0.2822], [0.3715, -0.5026, 0.2847], [1.8010, 0.4904, -0.1567], [1.6713, 1.4354, -0.7712], [4.8761, -0.6507, 0.4358], [4.3149, 0.5299, -0.8526], [2.5286, -0.8775, 1.2418], [-1.5430, -1.5724, -1.4802], [-1.7633, -2.2126, 0.1864], [-2.9197, -1.0696, -0.4955], [-2.4648, 2.4834, 0.7305], [-3.7041, 1.2634, 0.9343], [-3.2398, 1.8325, -0.7179], [0.6398, -1.4547, 0.0680]]}

***

(7)
{"formula": "C4H6BaMgO4", "method": "ωB97M-V/def2-TZVPD", "lumo_ev": -0.89, "orbital_gap_ev": 5.3153, "symbols": ["O", "Ba", "O", "C", "C", "O", "C", "C", "O", "Mg", "H", "H", "H", "H", "H", "H"], "coordinates": [[3.7427, 0.4928, 0.3895], [2.3970, -0.9523, -0.6152], [0.2497, 2.6137, -0.0866], [0.7063, 1.6562, 0.6358], [0.0306, 0.4362, 0.7289], [-1.2921, 0.5114, 0.2708], [-1.8209, -0.5061, -0.5889], [-3.1175, 0.0642, -1.1618], [-2.9252, 1.3449, -1.6677], [-1.6000, 2.3211, -0.7313], [1.8902, 1.7606, 1.0382], [0.1785, -0.1956, 1.6150], [-1.9648, -1.4387, -0.0254], [-1.1004, -0.6885, -1.4060], [-3.8810, 0.0557, -0.3574], [-3.4704, -0.6430, -1.9365]]}

***

(8)
{"formula": "C2H9NS", "method": "ωB97M-V/def2-TZVPD", "lumo_ev": 0.97, "e_above_lowest_ev": 0.220, "orbital_gap_ev": 9.8207, "symbols": ["C", "C", "N", "H", "H", "H", "H", "H", "H", "H", "S", "H", "H"], "coordinates": [[0.6219, -1.3011, 0.0162], [-0.3306, -0.5281, -0.8861], [-0.0484, 0.9158, -0.7745], [0.3797, -2.3628, -0.0200], [1.6479, -1.1911, -0.3475], [0.5956, -0.9748, 1.0541], [-0.2294, -0.9336, -1.8939], [-1.3512, -0.6907, -0.5430], [-0.4538, 1.4007, -1.5704], [0.9577, 1.0398, -0.7750], [-1.1613, 1.6552, 2.1347], [-0.0088, 1.4498, 2.7800], [-0.6193, 1.5208, 0.8257]]}

***

(9)
{"formula": "C13H9FN2O3S2", "method": "ωB97M-V/def2-TZVPD", "lumo_ev": -0.39, "e_above_lowest_ev": 0.111, "orbital_gap_ev": 8.9473, "symbols": ["O", "S", "O", "C", "C", "N", "O", "C", "C", "C", "C", "C", "S", "N", "C", "C", "C", "C", "F", "C", "C", "H", "H", "H", "H", "H", "H", "H", "H", "H"], "coordinates": [[0.6629, -2.0911, 1.7181], [-0.5255, -1.3529, 2.1507], [-1.2817, -2.1752, 3.1257], [-1.6387, -0.8297, 0.8168], [-0.8049, -0.3873, -0.3230], [-0.1614, 0.7470, -0.4219], [0.4107, 0.7215, -1.7202], [0.0063, -0.4832, -2.2492], [0.2325, -0.9618, -3.6300], [0.7934, -0.2762, -4.6797], [0.7335, -0.9422, -5.9635], [0.0854, -2.1665, -5.8652], [-0.4351, -2.5321, -4.2088], [-0.7701, -1.1474, -1.4550], [-0.0132, 0.2484, 2.9237], [1.1155, 0.8769, 2.4333], [1.4853, 2.0669, 2.9980], [0.7736, 2.6563, 4.0229], [1.2380, 3.7826, 4.5668], [-0.3997, 2.0353, 4.4986], [-0.7905, 0.8292, 3.9547], [-2.2636, -0.0482, 1.2051], [-2.2604, -1.6653, 0.4555], [1.3368, 0.6633, -4.5862], [1.2018, -0.6121, -6.9056], [-0.0819, -2.8239, -6.6909], [1.6907, 0.4655, 1.6248], [2.3349, 2.5862, 2.5564], [-0.9683, 2.4352, 5.3222], [-1.7063, 0.3804, 4.3256]]}

***

(10)
{"formula": "C22H64N4O10", "method": "ωB97M-V/def2-TZVPD", "lumo_ev": 0.08, "e_above_lowest_ev": 9.798, "orbital_gap_ev": 8.5335, "symbols": ["N", "C", "N", "O", "H", "H", "H", "H", "N", "C", "N", "O", "H", "H", "H", "H", "C", "C", "C", "O", "H", "H", "H", "H", "H", "H", "H", "H", "C", "C", "C", "O", "H", "H", "H", "H", "H", "H", "H", "H", "C", "C", "C", "O", "H", "H", "H", "H", "H", "H", "H", "H", "C", "C", "C", "O", "H", "H", "H", "H", "H", "H", "H", "H", "C", "C", "C", "O", "H", "H", "H", "H", "H", "H", "H", "H", "C", "C", "C", "O", "H", "H", "H", "H", "H", "H", "H", "H", "C", "O", "H", "H", "H", "H", "C", "O", "H", "H", "H", "H"], "coordinates": [[-1.0922, 0.6070, -0.5429], [-0.0562, 0.4720, 0.2311], [-0.4442, 0.2600, 1.4181], [1.2748, 0.7840, -0.0719], [-1.1122, 1.0270, -1.4809], [-1.9652, 0.2610, -0.1829], [0.2608, 0.1610, 2.1611], [-1.3932, 0.1790, 1.8021], [-4.0862, -2.5400, -2.8669], [-3.5162, -1.7000, -2.0279], [-2.2452, -1.6720, -2.0919], [-4.1882, -0.6640, -1.3689], [-5.0342, -2.7610, -2.6919], [-3.5922, -3.2980, -3.3969], [-1.7662, -1.1790, -1.3469], [-1.6992, -2.1000, -2.8819], [2.2148, 1.3910, -4.3829], [2.3268, 0.9640, -2.9609], [3.3518, -0.0080, -2.5759], [2.3978, 1.9230, -2.1559], [2.1048, 0.5130, -5.1029], [2.9228, 2.0800, -4.7009], [1.3818, 2.0600, -4.5339], [1.3918, 0.5290, -2.7369], [4.3328, 0.5280, -2.3879], [3.3898, -0.7710, -3.3119], [3.1048, -0.5970, -1.7499], [2.1988, 1.5380, -1.3089], [1.1388, -4.4970, -0.0079], [1.3308, -3.7520, -1.2559], [0.7748, -2.3010, -1.0009], [2.4588, -3.7240, -1.8949], [1.3578, -5.5650, -0.2719], [0.2978, -4.3620, 0.5511], [1.9588, -4.3320, 0.7231], [0.5638, -4.1450, -1.9469], [1.3328, -1.7920, -0.2059], [-0.1922, -2.3840, -0.5309], [0.6818, -1.7100, -1.9629], [3.0748, -3.4910, -1.2069], [-5.3662, -0.3060, 1.7241], [-3.8402, -0.3870, 1.7581], [-3.4822, -1.7860, 1.3841], [-3.2622, 0.4600, 1.0451], [-5.7622, -0.3190, 0.7231], [-5.7952, 0.4500, 2.3591], [-5.7312, -1.2920, 2.0781], [-3.4932, -0.2240, 2.7931], [-3.5742, -2.5080, 2.2001], [-2.5122, -1.8470, 1.0891], [-4.0312, -2.0810, 0.5041], [-3.5962, 1.3520, 1.2651], [-1.0742, 2.9690, -3.2819], [-1.9602, 1.8170, -3.7319], [-1.1622, 0.5110, -4.1799], [-2.8902, 1.6140, -2.8909], [-1.5882, 3.9520, -3.0919], [-0.3962, 3.1840, -4.1189], [-0.5512, 2.7570, -2.3459], [-2.5442, 2.0790, -4.5829], [-0.5722, -0.0260, -3.4849], [-0.4952, 0.7810, -5.0179], [-1.8292, -0.1620, -4.6459], [-3.3452, 0.8150, -3.1939], [1.3278, -1.9370, 2.6501], [1.4108, -0.9370, 3.7861], [2.8718, -0.8750, 4.2641], [1.2138, 0.2600, 3.4891], [1.5488, -3.0040, 2.9541], [2.1118, -1.7130, 1.9591], [0.3208, -2.0680, 2.1131], [0.6918, -1.2120, 4.5621], [3.2388, -1.8930, 4.2711], [2.8438, -0.4480, 5.2531], [3.5858, -0.3280, 3.6071], [1.3058, 0.9010, 4.2251], [5.2258, 2.7660, 0.3951], [3.8248, 3.1460, 0.9051], [3.2228, 2.1330, 1.8751], [3.8328, 4.2560, 1.4131], [6.0928, 2.8680, 1.1371], [5.3678, 3.4350, -0.4649], [5.1448, 1.7870, 0.0561], [3.0278, 3.2840, 0.1421], [3.2858, 1.1100, 1.4181], [2.1418, 2.3110, 1.9871], [3.7918, 2.0890, 2.8381], [3.0328, 4.4440, 1.9421], [-0.3432, 3.6060, 0.7771], [-1.4682, 3.1470, 0.0681], [-0.5672, 4.5750, 1.2841], [0.5198, 3.7340, 0.1181], [0.0448, 2.9680, 1.5791], [-1.3772, 2.1860, -0.0059], [-1.9742, -1.4230, 4.3231], [-3.2142, -1.9380, 4.7621], [-1.2642, -1.6090, 5.1051], [-2.1862, -0.2930, 4.3561], [-1.5522, -1.7810, 3.3391], [-3.4682, -1.2790, 5.4201]]}

***

(11)
{"formula": "C5H8ClNS", "method": "ωB97M-V/def2-TZVPD", "lumo_ev": -0.05, "e_above_lowest_ev": 2.408, "orbital_gap_ev": 8.4381, "symbols": ["C", "C", "C", "C", "Cl", "N", "C", "S", "H", "H", "H", "H", "H", "H", "H", "H"], "coordinates": [[-0.7410, 2.6018, -0.4377], [0.5590, 1.9805, 0.1785], [0.6679, 0.6653, 0.4906], [1.9115, -0.1156, 0.8163], [2.3340, -1.1416, -0.5744], [-0.3267, -0.1673, 0.5228], [-1.3548, -0.3070, -0.2894], [-2.7751, -1.1706, 0.0228], [-1.8729, 2.4540, -0.1243], [-0.7931, 3.6813, -0.1721], [-0.8746, 2.6458, -1.4611], [1.5105, 2.4188, -0.1599], [1.8362, -0.7553, 1.6732], [2.5687, 0.6590, 1.2426], [-0.2853, -1.0439, 1.2996], [-1.3361, 0.2972, -1.1073]]}